# C10H30ClO9S5

A 6-piece molecular cluster, C10H30ClO9S5 overall (wB97M-V/def2-TZVPD, the Open Molecules 2025 dataset).

**Largest force on an atom**: 0.052 hartree/bohr
**Electronic energy**: -3526.896826 a.u.
**Molecular weight**: 490.1 g/mol
**Energy relative to the best compared isomer or geometry (same formula, charge and spin)**: 35.7 kcal/mol
**Net charge**: -1
**Kohn-Sham gap**: 8.797 eV

Last column: natural (NBO) charge in e.
Geometry (Å):
Cl (12.1869, 17.6651, 37.5726)  2.545
O (10.8215, 17.6320, 38.0081)  -0.867
O (12.8560, 18.9135, 37.9567)  -0.878
O (12.8371, 16.5313, 38.0867)  -0.876
O (12.3201, 17.5086, 36.1106)  -0.914
C (14.2104, 12.6949, 33.4071)  -0.812
S (12.5736, 12.7658, 34.1614)  1.157
O (12.6662, 12.0039, 35.5115)  -0.972
C (12.3084, 14.5494, 34.3686)  -0.836
H (14.1417, 11.7030, 32.9603)  0.238
H (14.9127, 13.0087, 34.1793)  0.246
H (14.1308, 13.3859, 32.5678)  0.221
H (11.3765, 14.6842, 34.9177)  0.259
H (12.2598, 14.9929, 33.3741)  0.232
H (12.9618, 14.9550, 35.1411)  0.265
C (15.1942, 20.3239, 35.8741)  -0.825
S (16.8230, 21.1975, 35.7150)  1.222
O (17.1306, 21.0913, 34.2778)  -0.976
C (16.2062, 22.9298, 36.2366)  -0.820
H (14.6936, 20.6943, 36.7688)  0.237
H (15.2533, 19.2365, 35.8276)  0.256
H (14.5188, 20.4380, 35.0262)  0.231
H (15.7915, 23.5255, 35.4234)  0.228
H (17.1484, 23.3394, 36.6006)  0.215
H (15.5266, 22.9744, 37.0876)  0.230
C (9.1204, 15.0770, 40.2778)  -0.818
S (10.3320, 13.9048, 41.0753)  1.197
O (9.5438, 12.9721, 41.9752)  -0.988
C (10.6011, 12.9530, 39.5003)  -0.809
H (9.4949, 15.6392, 39.4224)  0.256
H (8.7748, 15.8497, 40.9646)  0.243
H (8.3218, 14.4114, 39.9503)  0.219
H (11.1617, 13.5228, 38.7592)  0.248
H (9.7349, 12.4383, 39.0847)  0.226
H (11.3000, 12.1907, 39.8446)  0.222
C (11.7396, 21.8471, 31.5800)  -0.821
S (10.6999, 20.4368, 32.1671)  1.170
O (10.4695, 19.4397, 31.0661)  -0.981
C (11.8034, 19.6330, 33.4480)  -0.787
H (12.5132, 21.2432, 31.1057)  0.223
H (12.1003, 22.2799, 32.5130)  0.223
H (11.4182, 22.6412, 30.9061)  0.242
H (12.6991, 19.3479, 32.8962)  0.224
H (11.2094, 18.8347, 33.8928)  0.272
H (11.9589, 20.3139, 34.2849)  0.233
C (7.9256, 20.7699, 42.3905)  -0.815
S (8.6036, 19.0926, 42.1904)  1.187
O (7.5589, 18.3026, 41.4036)  -0.969
C (9.9310, 19.6692, 40.9944)  -0.802
H (6.9607, 20.8042, 42.8965)  0.235
H (7.8761, 21.2536, 41.4150)  0.224
H (8.6372, 21.3300, 42.9972)  0.219
H (10.8267, 19.9493, 41.5488)  0.225
H (9.5520, 20.4319, 40.3141)  0.224
H (10.2715, 18.7793, 40.4650)  0.271

Force components x, y, z for each atom (eV/Å):
0.988 0.652 -2.319
-0.602 0.726 -0.078
-0.813 -0.794 0.055
1.324 -1.461 1.808
-0.922 0.934 0.454
-1.582 0.732 -0.065
-0.985 -1.448 1.563
0.072 1.727 -2.049
0.052 -0.656 1.377
1.060 -0.148 0.538
0.409 -0.598 -0.404
0.390 0.244 0.044
-0.483 -0.330 -0.535
0.270 0.212 0.283
0.774 0.351 -0.646
-0.128 0.156 0.013
-2.322 -0.520 0.789
0.438 0.695 -0.594
0.864 -0.514 -0.239
0.037 -0.451 0.084
0.738 -0.021 0.792
0.288 1.058 -0.300
0.167 -0.267 -0.180
-0.052 0.434 -0.247
-0.105 -0.653 -0.092
0.113 -0.273 0.342
-1.301 -0.400 -1.238
0.552 0.939 -0.733
1.024 -0.144 0.941
0.586 -0.374 -0.079
-0.134 -0.384 0.337
-0.201 0.205 0.143
-0.302 0.325 0.033
-0.256 0.448 0.266
-0.037 -0.234 -0.068
1.107 -1.598 0.632
-1.925 0.086 0.610
0.828 0.622 0.354
-0.540 1.058 -1.060
0.588 0.583 -0.170
0.229 0.096 -0.091
-0.862 -0.574 0.106
0.089 -0.324 0.507
0.186 -0.293 -0.524
0.332 0.260 -0.267
0.347 0.273 0.105
-0.849 -0.075 -1.745
1.396 0.987 0.925
-0.221 -1.042 0.654
0.057 -0.421 -0.114
-0.241 -0.144 0.013
0.119 0.012 0.066
-0.251 0.527 0.220
0.101 -0.148 0.104
-0.412 -0.054 -0.324

# C10H30FO5

A 6-piece molecular cluster, C10H30FO5 overall (wB97M-V/def2-TZVPD, the Open Molecules 2025 dataset).

**Largest force on an atom**: 0.051 hartree/bohr
**Electronic energy**: -875.105868 a.u.
**Molecular weight**: 249.3 g/mol
**Energy relative to the best compared isomer or geometry (same formula, charge and spin)**: 25.0 kcal/mol
**Net charge**: -1
**Kohn-Sham gap**: 9.444 eV

Last column: natural (NBO) charge in e.
Geometry (Å):
F (0.3392, 0.5438, -0.3299)  -0.889
C (-2.8207, 2.3061, -3.2908)  -0.620
C (-1.9334, 1.5499, -2.3721)  -0.065
O (-1.1581, 2.4738, -1.6320)  -0.756
H (-3.4458, 1.6249, -3.8798)  0.193
H (-2.2463, 2.8774, -4.0198)  0.208
H (-3.5473, 2.9543, -2.7983)  0.201
H (-1.2285, 0.8951, -2.9073)  0.157
H (-2.3910, 0.8030, -1.7092)  0.152
H (-0.6222, 1.9531, -1.0072)  0.506
C (-0.8426, -2.5346, -1.5003)  -0.647
C (0.6137, -2.7633, -1.8522)  -0.051
O (1.2992, -1.5510, -2.0382)  -0.749
H (-1.3448, -3.5004, -1.4125)  0.196
H (-1.3216, -1.9994, -2.3259)  0.203
H (-1.0016, -1.8669, -0.6540)  0.225
H (0.7385, -3.2114, -2.8515)  0.150
H (1.1099, -3.5299, -1.2417)  0.144
H (0.8478, -0.7977, -1.6196)  0.513
C (3.0297, -2.9859, 1.4168)  -0.620
C (1.9858, -1.8880, 1.4585)  -0.050
O (2.4704, -0.7467, 0.8285)  -0.750
H (3.4222, -3.0928, 0.4068)  0.213
H (2.5481, -3.9288, 1.7028)  0.186
H (3.8274, -2.8885, 2.1567)  0.191
H (1.6347, -1.7538, 2.4917)  0.138
H (1.1187, -2.2975, 0.9233)  0.147
H (1.6904, -0.2794, 0.4656)  0.518
C (2.4322, 2.6342, 1.8245)  -0.639
C (2.3753, 3.4534, 0.5076)  -0.048
O (2.0101, 2.6590, -0.6068)  -0.743
H (2.5235, 3.3405, 2.6511)  0.185
H (3.3012, 1.9729, 1.8200)  0.211
H (1.5740, 1.9702, 1.9160)  0.221
H (3.2981, 3.9888, 0.2936)  0.156
H (1.5799, 4.1911, 0.6723)  0.133
H (1.2461, 2.1096, -0.3418)  0.498
C (-3.2142, -0.6413, 2.8119)  -0.627
C (-2.4710, -0.2464, 1.5839)  -0.066
O (-1.3667, 0.5537, 1.9691)  -0.763
H (-2.5957, -1.1819, 3.5292)  0.210
H (-4.1398, -1.1799, 2.6075)  0.199
H (-3.4904, 0.2517, 3.3824)  0.205
H (-3.0337, 0.1344, 0.7208)  0.157
H (-2.0153, -1.0918, 1.0409)  0.153
H (-0.7856, 0.7163, 1.2093)  0.515

Force components x, y, z for each atom (eV/Å):
-0.366 0.073 0.292
-1.109 -0.289 -0.866
1.623 -0.732 0.655
-0.404 0.214 0.286
0.140 -0.161 -0.005
0.101 0.165 0.207
0.328 0.163 0.282
-0.125 0.209 -0.536
-0.731 0.459 0.094
0.127 -0.227 -0.195
-0.163 -0.137 -0.760
0.067 0.204 -1.396
0.465 0.167 0.273
-0.183 0.126 0.369
0.045 -0.100 -0.134
0.292 -0.393 0.351
-0.731 -0.333 0.042
0.141 0.637 0.793
0.070 -0.024 0.504
-0.175 -0.631 0.530
-0.160 -0.950 -0.243
-0.187 0.362 0.355
0.141 0.069 0.046
-0.063 -0.047 -0.181
0.192 0.434 -0.260
0.167 0.379 0.067
-0.122 0.216 -0.101
0.139 0.345 -0.232
0.931 0.250 -0.900
-1.379 -0.740 0.613
0.434 0.355 0.268
-0.181 -0.184 0.224
0.038 0.028 0.040
-0.234 0.292 0.114
0.145 -0.160 -0.049
0.122 0.377 -0.088
0.405 -0.350 -0.286
-0.631 0.490 0.744
1.928 -0.828 -1.566
-0.518 0.649 0.436
0.122 -0.346 -0.362
0.112 -0.180 -0.065
-0.132 0.153 -0.257
-0.593 0.878 0.691
-0.263 -0.610 0.631
0.174 -0.273 -0.423

# C10H30GeN3O8P3Se3TeW

C10H30GeN3O8P3Se3TeW as an isolated structure (wB97M-V/def2-TZVPD, the Open Molecules 2025 dataset).

**Largest force on an atom**: 0.004 hartree/bohr
**Electronic energy**: -11806.148248 a.u.
**Molecular weight**: 1034.2 g/mol
**Energy relative to the best compared isomer or geometry (same formula, charge and spin)**: 3.1 kcal/mol
**Net charge**: -2
**Kohn-Sham gap**: 5.609 eV

Last column: natural (NBO) charge in e.
Geometry (Å):
W (-1.5461, -1.3231, 0.2428)  0.778
Se (-2.5711, 0.0466, 1.7683)  -0.246
Se (0.4940, -1.4799, 2.2099)  0.205
Te (2.8300, -0.9782, 1.3904)  -0.593
Se (-0.0003, -0.1939, -1.0190)  -0.257
O (-3.3209, -2.1477, -3.6028)  -0.983
P (-2.9200, -2.4132, -2.0781)  2.553
O (-1.6296, -3.1353, -1.8926)  -1.133
O (-2.9359, -1.0839, -1.3206)  -1.054
O (-4.1724, -3.2754, -1.6164)  -1.080
P (-4.0998, -3.7920, -0.0403)  2.570
O (-3.5020, -5.2706, -0.2150)  -1.011
O (-5.4492, -3.8614, 0.5211)  -1.116
O (-3.0088, -2.9331, 0.5781)  -1.142
H (-2.6801, -1.5368, -3.9870)  0.503
H (-2.5766, -5.2174, -0.4961)  0.512
C (3.3397, 4.9368, 0.0967)  -0.402
N (2.2590, 4.0481, -0.2760)  -0.809
C (2.7022, 2.7016, -0.6076)  -0.426
P (0.7331, 4.4274, 0.2738)  2.428
O (0.5415, 5.9012, 0.2867)  -1.149
N (-0.2146, 3.5132, -0.7282)  -0.809
C (-0.0540, 3.5711, -2.1679)  -0.405
C (-1.5667, 3.1572, -0.3276)  -0.408
N (0.4923, 3.8090, 1.7904)  -0.822
C (-0.2772, 4.5295, 2.7813)  -0.397
C (0.6640, 2.3860, 2.0711)  -0.433
H (4.0598, 5.0093, -0.7263)  0.172
H (3.8794, 4.5719, 0.9813)  0.170
H (2.9438, 5.9286, 0.3038)  0.230
H (3.3509, 2.7401, -1.4909)  0.173
H (1.8576, 2.0522, -0.8283)  0.249
H (3.2644, 2.2402, 0.2108)  0.202
H (0.9513, 3.8986, -2.4253)  0.211
H (-0.7708, 4.2692, -2.6209)  0.168
H (-0.2223, 2.5756, -2.5893)  0.208
H (-1.6368, 3.0450, 0.7514)  0.220
H (-1.8326, 2.1931, -0.7635)  0.223
H (-2.2921, 3.9150, -0.6535)  0.163
H (-0.3501, 5.5752, 2.4921)  0.228
H (0.2164, 4.4581, 3.7569)  0.174
H (-1.2859, 4.1082, 2.8925)  0.173
H (1.2183, 1.8812, 1.2840)  0.241
H (-0.2991, 1.8725, 2.1658)  0.209
H (1.2237, 2.2558, 3.0018)  0.189
C (2.0932, -4.8274, 1.4265)  -1.100
Ge (0.8113, -4.0846, 0.1347)  1.676
C (-0.2474, -5.6508, -0.4228)  -1.111
C (1.6729, -3.4142, -1.4762)  -1.108
C (-0.3552, -2.8420, 1.1143)  -1.153
H (2.7583, -5.5319, 0.9196)  0.208
H (1.5461, -5.3656, 2.2046)  0.212
H (2.6914, -4.0406, 1.8828)  0.258
H (0.4392, -6.4607, -0.6833)  0.215
H (-0.8346, -5.4039, -1.3084)  0.237
H (-0.8935, -6.0095, 0.3817)  0.220
H (2.2929, -4.2135, -1.8940)  0.205
H (2.2910, -2.5479, -1.2545)  0.262
H (0.8970, -3.1382, -2.1894)  0.253
H (-0.9690, -3.4449, 1.7867)  0.245

Force components x, y, z for each atom (eV/Å):
-0.013 0.059 0.183
-0.016 0.027 0.008
0.020 0.039 0.043
0.013 -0.006 -0.003
-0.015 -0.043 0.004
-0.015 0.026 -0.001
0.070 -0.016 0.013
-0.073 -0.026 -0.121
0.012 -0.056 -0.065
0.002 -0.018 0.002
-0.029 -0.013 0.006
-0.003 0.050 -0.007
0.006 0.003 0.013
0.012 -0.019 -0.036
0.000 -0.006 -0.006
-0.006 -0.010 0.001
0.019 0.016 0.008
-0.022 0.000 -0.005
-0.005 0.011 -0.014
0.052 0.087 -0.068
-0.009 -0.058 0.035
-0.007 -0.009 -0.015
-0.001 0.021 -0.015
-0.018 -0.035 0.032
0.020 -0.053 0.000
0.024 -0.029 -0.005
-0.014 0.014 0.007
-0.003 -0.009 0.002
-0.005 -0.001 0.000
-0.004 -0.001 -0.001
0.002 0.001 0.007
0.007 0.008 -0.004
-0.004 -0.005 0.005
0.009 -0.010 0.008
0.000 0.006 0.002
0.002 0.002 0.004
0.009 0.010 -0.005
-0.003 -0.006 -0.010
-0.001 0.001 0.000
-0.021 0.003 0.011
0.005 0.016 0.000
-0.002 0.013 -0.011
-0.007 0.013 0.004
-0.011 -0.001 0.018
-0.007 -0.007 0.003
-0.001 -0.018 -0.012
-0.002 0.008 0.004
0.004 -0.027 0.007
-0.001 -0.011 -0.012
0.014 0.038 -0.009
-0.001 -0.001 0.004
0.010 0.003 0.005
-0.007 0.009 -0.002
-0.010 -0.005 0.000
0.011 0.013 -0.005
0.007 -0.001 -0.003
-0.003 0.001 0.003
0.005 0.006 0.002
0.006 0.001 -0.003
-0.001 -0.009 -0.006

# C10H30O5

A 5-piece molecular cluster, C10H30O5 overall (wB97M-V/def2-TZVPD, the Open Molecules 2025 dataset).

**Largest force on an atom**: 0.056 hartree/bohr
**Electronic energy**: -774.782243 a.u.
**Molecular weight**: 230.3 g/mol
**Energy relative to the best compared isomer or geometry (same formula, charge and spin)**: 6.5 kcal/mol
**Net charge**: +1
**⟨S²⟩**: 0.75
**Kohn-Sham gap (alpha / beta)**: 10.540 / 3.815 eV
**2S+1**: 2

Last column: natural (NBO) charge in e.
Geometry (Å):
C (-2.1899, -2.2799, -2.3537)  -0.648
C (-3.0049, -3.5812, -2.4346)  -0.063
O (-2.1503, -4.6179, -2.7642)  -0.728
H (-1.7945, -2.0397, -3.3407)  0.228
H (-1.3172, -2.5147, -1.7443)  0.183
H (-2.6233, -1.3263, -2.0520)  0.225
H (-3.7441, -3.4768, -3.2288)  0.179
H (-3.5590, -3.7723, -1.5157)  0.144
H (-2.4478, -5.0189, -3.5841)  0.489
C (1.2479, -0.1687, -1.5060)  -0.645
C (1.8400, 1.1974, -1.2487)  -0.069
O (1.4174, 1.5408, 0.0904)  -0.788
H (1.2801, -0.4039, -2.5698)  0.229
H (0.1744, -0.0995, -1.3301)  0.211
H (1.7100, -0.8879, -0.8298)  0.208
H (1.3661, 1.9870, -1.8318)  0.173
H (2.9173, 1.3587, -1.2886)  0.182
H (1.2830, 2.4861, -0.0095)  0.513
C (-0.4745, 1.5246, 2.5759)  -0.650
C (-0.1505, 0.0473, 2.6521)  -0.072
O (0.1305, -0.5241, 1.4064)  -0.789
H (-1.0461, 1.8683, 3.4380)  0.229
H (-1.2182, 1.7358, 1.8075)  0.215
H (0.3910, 2.1795, 2.4758)  0.228
H (-1.0373, -0.4711, 3.0169)  0.151
H (0.6212, -0.0627, 3.4140)  0.178
H (0.6012, 0.1420, 0.9001)  0.532
C (0.0901, -4.0703, 0.6549)  -0.655
C (-1.3607, -3.7923, 1.0282)  -0.119
O (-1.3921, -2.8390, 2.0978)  -0.197
H (0.6319, -3.1729, 0.3562)  0.257
H (0.1440, -4.7490, -0.1963)  0.278
H (0.5563, -4.5791, 1.4987)  0.256
H (-2.0430, -4.6246, 1.2006)  0.258
H (-1.9317, -3.2391, 0.2825)  0.322
H (-0.7709, -2.1701, 1.8008)  0.534
C (2.2699, 6.1028, 0.8481)  -0.639
C (2.1924, 4.8236, -0.0829)  -0.061
O (0.9367, 4.2716, 0.0002)  -0.742
H (2.0508, 5.7135, 1.8424)  0.209
H (1.4789, 6.8280, 0.6570)  0.206
H (3.2839, 6.5007, 0.8092)  0.225
H (2.8750, 4.0483, 0.2652)  0.177
H (2.4594, 5.1394, -1.0914)  0.160
H (0.3070, 4.9868, -0.1158)  0.486

Force components x, y, z for each atom (eV/Å):
0.542 -0.229 -0.422
-0.914 1.870 -0.576
0.801 -1.001 0.074
0.132 -0.296 -0.133
0.216 0.281 0.198
-0.579 -0.421 0.494
-0.309 0.135 0.150
0.028 -0.187 0.264
0.123 -0.118 0.069
0.045 0.614 -0.814
-0.880 0.677 0.871
0.505 -0.325 -0.057
0.614 -0.508 0.095
-0.014 -0.010 0.405
-0.041 -0.290 -0.389
0.125 -0.338 -0.818
0.105 -0.676 -0.352
-0.582 0.526 0.917
-0.886 0.582 0.055
-0.927 0.996 1.178
-0.200 -1.450 0.240
0.395 -0.266 0.550
0.364 -0.102 -0.584
-0.034 -0.190 -0.193
-0.083 -0.016 0.289
0.415 -0.460 -0.237
0.509 0.619 -0.781
-0.075 -0.321 -0.501
0.331 0.144 1.438
-1.412 -2.268 -0.891
-0.022 0.092 0.275
-0.343 -0.012 -0.051
0.087 0.213 0.040
0.293 -0.113 0.653
-0.095 0.792 -1.128
1.590 1.979 -0.296
0.141 -2.061 -0.139
1.415 2.356 0.886
-1.570 -0.697 -0.213
0.274 0.211 0.253
0.268 0.148 -0.503
-0.260 0.350 0.071
0.280 0.218 -0.046
0.000 -0.279 -0.283
-0.371 -0.167 -0.057

Q: What is the largest force on an atom in the third record?
A: 0.004 hartree/bohr

Q: electronic energy of number 3 (C10H30GeN3O8P3Se3TeW)?
A: -11806.148248 a.u.

Q: Which of these has the lowest net charge?
A: C10H30GeN3O8P3Se3TeW